No. 1
Formula: C5H14NO
Source: OMol25
Level of theory: ωB97M-V/def2-TZVPD

```
21
Properties=species:S:1:pos:R:3:forces:R:3:nbo_charge:R:1
C 0.288873 1.430129 -2.237134 -0.238 -0.421 0.953 -0.019
O 0.016074 0.703909 -1.111631 -0.011 -0.091 -0.209 -0.989
C 1.374370 2.472055 -1.964313 0.286 0.496 -0.481 -0.628
H -0.619489 1.957330 -2.608104 0.034 0.194 -0.223 0.078
H 0.639500 0.806087 -3.093187 0.029 0.008 -0.104 0.077
H 1.614955 3.085465 -2.851033 -0.051 -0.104 -0.011 0.156
H 2.297492 1.978223 -1.652145 -0.038 -0.071 0.099 0.184
H 1.073510 3.167422 -1.177278 -0.098 -0.139 0.124 0.183
C -1.311897 -1.202151 1.408170 -0.060 -0.335 -0.549 -0.212
C 0.120301 -1.620662 1.794152 0.100 -0.048 0.276 -0.406
C 1.055349 -0.450685 2.081755 -0.086 0.454 -0.525 -0.624
N -1.566964 -1.456425 -0.027898 -0.019 0.321 -0.110 -0.890
H -1.498949 -0.149183 1.652076 0.166 0.004 0.218 0.165
H -2.015929 -1.819990 1.975726 -0.081 0.122 0.034 0.157
H 0.494838 -2.208606 0.955586 0.130 0.096 -0.086 0.215
H 0.148950 -2.309173 2.652270 -0.346 0.116 -0.028 0.167
H 0.682829 0.219144 2.865411 -0.132 -0.231 0.070 0.179
H 1.108309 0.160351 1.168763 0.197 -0.077 0.118 0.263
H 2.055463 -0.776129 2.386760 -0.048 -0.023 -0.151 0.181
H -1.070836 -0.741803 -0.608799 0.314 -0.139 0.402 0.437
H -2.541888 -1.245922 -0.226620 -0.048 -0.132 0.182 0.324
```
Forces are in eV/Å.

Values from the calculation:
2S+1	1
energy above the lowest of the compared OMol25 structures with the same formula, charge and spin	27.77	kJ/mol
net charge	-1
E_HOMO	-2.73	eV
gap between HOMO and LUMO	6.913	eV

=====

No. 2
Formula: C5H14NO
Source: OMol25
Level of theory: ωB97M-V/def2-TZVPD

```
21
Properties=species:S:1:pos:R:3:forces:R:3:nbo_charge:R:1
C -1.473578 -1.013641 -0.447109 0.599 0.511 -0.464 -0.013
O -0.766316 0.139264 -0.329894 -0.257 -0.344 0.161 -0.980
C -0.663574 -2.117859 -1.173460 -0.245 0.115 -0.129 -0.426
C -0.338137 -1.732574 -2.612940 0.375 -0.038 0.098 -0.617
H -2.401400 -0.842304 -1.047037 -0.298 -0.343 0.123 0.076
H -1.773533 -1.493298 0.519674 -0.210 0.146 0.106 0.071
H -1.205854 -3.075686 -1.153450 0.085 -0.032 0.093 0.153
H 0.261179 -2.200082 -0.591372 0.017 -0.204 -0.104 0.181
H 0.415286 -2.394073 -3.058639 -0.050 -0.002 0.000 0.171
H 0.068721 -0.719568 -2.599427 -0.086 0.040 -0.056 0.229
H -1.217431 -1.758518 -3.263088 -0.083 0.061 0.100 0.177
C 1.224355 0.391288 1.976335 -0.387 0.031 -0.107 -0.429
N 1.129348 1.846304 1.975122 0.731 0.480 0.140 -0.627
C 0.677409 2.460170 0.716827 0.033 -0.081 0.684 -0.414
H 0.264404 -0.015438 1.656751 0.028 -0.015 -0.135 0.258
H 1.974243 -0.003629 1.277639 0.038 -0.025 -0.016 0.151
H 1.448851 0.052562 2.991396 0.114 -0.002 0.008 0.158
H 2.063917 2.209657 2.152099 -0.175 -0.037 0.150 0.315
H 1.289057 2.175922 -0.148948 -0.273 -0.161 -0.081 0.162
H 0.751427 3.545347 0.848494 -0.048 0.001 -0.029 0.153
H -0.361483 2.170630 0.586199 0.090 -0.102 -0.541 0.251
```
Forces are in eV/Å.

Values from the calculation:
2S+1	1
energy above the lowest of the compared OMol25 structures with the same formula, charge and spin	84.19	kJ/mol
net charge	-1
E_HOMO	-2.49	eV
gap between HOMO and LUMO	6.682	eV

=====

No. 3
Formula: C5H14NO
Source: OMol25
Level of theory: ωB97M-V/def2-TZVPD

```
21
Properties=species:S:1:pos:R:3:forces:R:3:nbo_charge:R:1
C 1.047111 0.054113 0.736700 -1.097 1.391 -0.810 -0.198
C 1.128828 -1.413521 0.448068 1.331 -0.512 -0.783 -0.462
C 0.010788 -2.158610 -0.338380 -0.893 0.715 1.388 -0.444
C -2.016104 -0.597090 0.145583 -0.708 0.715 0.475 -0.687
C -1.149359 -1.261221 -0.678045 1.134 -0.085 -1.933 -0.395
N 0.924670 0.921496 -0.525488 0.612 -0.004 0.488 -0.731
H 0.184071 0.367331 1.323816 -0.140 -0.322 0.100 0.220
H 1.930999 0.545746 1.141031 0.209 -0.780 0.579 0.195
H 1.309533 -1.936278 1.373358 0.136 -0.021 0.613 0.220
H 2.056175 -1.553756 -0.135159 0.048 -0.003 0.144 0.178
H 0.466025 -2.574408 -1.230056 -0.154 -0.142 -0.166 0.204
H -0.310297 -2.984455 0.336232 0.067 0.155 -0.414 0.188
H -2.255434 -0.898468 1.154644 0.241 -0.070 0.232 0.182
H -2.698012 0.141023 -0.273868 -0.057 -0.319 -0.030 0.179
H -1.115304 -0.965387 -1.740160 -0.337 -0.096 0.280 0.161
H 1.814800 0.817128 -1.017288 -0.130 0.404 -0.139 0.370
H 0.717728 1.899925 -0.194036 0.333 -0.540 -0.565 0.456
H 0.193923 0.667066 -1.197651 -0.411 -0.782 0.331 0.403
H -0.027246 4.145855 0.219672 -0.160 0.071 -0.013 0.491
H -1.139298 3.062826 0.022598 -0.186 0.003 0.118 0.469
O -0.207418 3.201333 0.227344 0.160 0.224 0.105 -0.998
```
Forces are in eV/Å.

Values from the calculation:
2S+1	2
⟨S²⟩	0.752
energy above the lowest of the compared OMol25 structures with the same formula, charge and spin	305.21	kJ/mol
net charge	0
E_HOMO (spin up / spin down)	-2.53 / -7.70	eV
gap between HOMO and LUMO (spin up / spin down)	2.728 / 7.821	eV

=====

No. 4
Formula: C5H14NO
Source: OMol25
Level of theory: ωB97M-V/def2-TZVPD

```
21
Properties=species:S:1:pos:R:3:forces:R:3:nbo_charge:R:1
C -2.119251 -0.496309 0.109130 0.283 -2.538 -2.198 -0.184
C -1.301689 -1.704875 0.356881 -0.239 0.803 0.288 -0.425
C -0.934977 -0.589671 1.337471 0.361 -0.164 -0.494 0.003
C 0.146077 0.318832 0.977261 -0.486 -0.220 1.723 -0.444
C 1.479523 -0.528267 0.891855 0.432 0.538 -0.810 -0.557
N 1.336960 2.405382 -1.262760 -0.422 0.454 0.503 -0.972
H -1.772855 0.098473 -0.728683 0.027 0.677 0.441 0.269
H -3.175927 -0.690409 0.239929 -0.059 0.739 0.730 0.257
H -0.403242 -1.880740 -0.249257 -0.229 0.361 -0.537 0.302
H -1.846968 -2.590095 0.652711 0.072 0.108 0.600 0.261
H -1.313904 -0.602467 2.351894 -0.167 0.188 -0.037 0.262
H 0.156986 1.110680 1.721671 0.420 0.185 -0.235 0.259
H 2.347463 0.136792 0.880608 -0.388 0.429 0.084 0.266
H 1.556613 -1.202479 1.737667 -0.211 -0.277 -0.175 0.238
H 1.498080 -0.971238 -0.105596 0.251 -0.612 0.407 0.255
H 0.094525 0.680649 -0.089441 0.170 0.254 0.035 0.358
H 0.903011 1.615025 -1.704550 0.225 -0.462 -0.388 0.382
H 2.254825 2.639756 -1.604632 0.187 -0.249 -0.147 0.386
H 0.158665 -0.646571 -2.533006 -0.262 0.538 0.151 0.474
H 0.744227 3.217019 -1.368824 -0.041 0.121 0.100 0.376
O 0.191857 -0.319488 -1.610331 0.075 -0.873 -0.041 -0.767
```
Forces are in eV/Å.

Values from the calculation:
2S+1	1
energy above the lowest of the compared OMol25 structures with the same formula, charge and spin	880.55	kJ/mol
net charge	+1
E_HOMO	-13.78	eV
gap between HOMO and LUMO	4.576	eV